C24H64F12HfO24P2S8 | wB97M-V/def2-TZVPD

## Properties
HOMO-LUMO gap	0.3278	Eh
HOMO	-14.7739	eV

Geometry as ORCA input:
```
! RIJCOSX wB97M-V def2-TZVPD def2/J DEFGRID3
* xyz 2 1
Hf 13.374 -16.075 5.539
P 11.780 -15.977 2.672
F 10.884 -17.090 1.913
F 11.287 -16.420 4.187
F 12.860 -17.035 3.057
F 12.691 -14.983 3.542
F 12.505 -15.548 1.253
F 10.709 -14.792 2.540
P 12.158 -19.909 5.139
F 12.497 -18.304 5.251
F 12.341 -19.727 3.498
F 13.734 -20.262 5.386
F 11.796 -21.445 4.978
F 11.855 -19.915 6.716
F 10.623 -19.486 4.933
O 11.435 -16.779 6.884
S 10.332 -16.979 7.862
O 10.235 -16.221 9.070
O 8.979 -16.521 7.030
C 7.713 -16.630 7.635
C 6.674 -15.784 6.812
C 9.903 -18.826 8.217
H 7.848 -16.250 8.648
H 7.378 -17.664 7.720
H 6.580 -16.018 5.752
H 6.829 -14.706 6.771
H 5.710 -15.914 7.304
H 9.665 -19.239 7.236
H 9.158 -18.976 8.999
H 10.741 -19.414 8.590
O 16.429 -12.891 4.480
S 15.171 -12.684 5.181
O 14.226 -13.790 5.412
O 15.403 -12.097 6.666
C 16.297 -10.993 6.734
C 17.620 -11.492 7.216
C 14.347 -11.159 4.414
H 15.986 -10.209 7.424
H 16.430 -10.420 5.817
H 17.878 -12.306 6.538
H 17.689 -11.966 8.195
H 18.352 -10.686 7.160
H 15.033 -10.321 4.287
H 13.500 -10.854 5.029
H 14.023 -11.610 3.477
O 13.401 -15.125 7.749
S 13.838 -14.350 8.902
O 15.282 -14.394 9.144
O 13.382 -12.743 8.595
C 13.934 -11.601 9.313
C 13.238 -10.352 8.758
C 12.762 -14.693 10.480
H 15.017 -11.679 9.216
H 13.679 -11.687 10.369
H 13.854 -9.529 9.120
H 12.164 -10.412 8.933
H 13.303 -10.315 7.670
H 11.710 -14.480 10.290
H 13.156 -14.056 11.272
H 12.866 -15.723 10.819
O 18.063 -15.707 5.169
S 17.233 -16.091 6.256
O 15.800 -15.959 6.146
O 17.518 -17.700 6.764
C 18.872 -18.081 6.839
C 18.963 -19.606 7.126
C 17.929 -15.207 7.769
H 19.424 -17.858 5.926
H 19.311 -17.558 7.688
H 20.007 -19.754 7.402
H 18.648 -20.148 6.234
H 18.441 -19.992 8.002
H 17.617 -15.722 8.678
H 17.436 -14.235 7.755
H 18.994 -15.270 7.545
O 13.301 -18.355 9.597
S 14.300 -18.252 8.541
O 14.041 -17.663 7.229
O 15.611 -17.308 9.132
C 16.261 -17.784 10.258
C 16.358 -16.710 11.345
C 15.204 -19.890 8.351
H 17.208 -18.222 9.943
H 15.825 -18.674 10.710
H 15.533 -16.002 11.264
H 17.298 -16.183 11.181
H 16.342 -17.155 12.340
H 16.178 -19.810 7.868
H 14.626 -20.436 7.605
H 15.242 -20.458 9.281
O 16.380 -19.941 5.062
S 15.879 -19.056 4.023
O 14.959 -17.976 4.457
O 17.171 -18.407 3.169
C 18.362 -19.245 2.980
C 19.120 -18.433 1.915
C 15.111 -20.069 2.585
H 18.152 -20.300 2.801
H 18.965 -19.291 3.886
H 20.018 -19.038 1.784
H 19.455 -17.421 2.142
H 18.541 -18.436 0.991
H 14.406 -20.803 2.976
H 15.886 -20.612 2.044
H 14.536 -19.458 1.890
O 14.993 -13.909 1.806
S 15.570 -15.088 2.381
O 15.111 -15.470 3.691
O 15.266 -16.414 1.392
C 15.362 -16.298 -0.009
C 14.835 -17.523 -0.734
C 17.455 -15.031 2.269
H 16.363 -16.062 -0.370
H 14.800 -15.425 -0.338
H 15.178 -17.523 -1.769
H 13.770 -17.754 -0.754
H 15.186 -18.438 -0.257
H 17.834 -16.032 2.474
H 17.944 -14.604 3.145
H 17.873 -14.629 1.346
O 11.710 -11.974 6.363
S 10.986 -13.247 6.224
O 11.639 -14.454 5.735
O 10.445 -13.582 7.732
C 9.895 -12.559 8.534
C 8.669 -13.146 9.212
C 9.343 -12.987 5.305
H 9.575 -11.818 7.801
H 10.590 -12.126 9.253
H 8.233 -12.370 9.840
H 8.884 -14.002 9.852
H 7.943 -13.561 8.513
H 9.590 -12.932 4.244
H 8.871 -12.016 5.456
H 8.569 -13.733 5.482
*
```